Entry 1:
# C3H18NO4

A cluster of 5 separate species, C3H18NO4 in total in a non-equilibrium geometry (ωB97M-V/def2-TZVPD, OMol25).

```
26
Properties=species:S:1:pos:R:3:mulliken_charge:R:1
C -0.380 -1.001 -0.830 -0.4990
C -0.250 -0.393 -2.240 -0.3003
C 1.071 -0.605 -2.894 -1.3375
N -0.973 -0.023 0.088 -0.0692
H -0.859 -1.968 -0.768 0.3723
H 0.586 -1.374 -0.472 0.2631
H -0.610 0.641 -2.264 0.3710
H -1.017 -0.738 -3.011 0.2630
H 1.296 0.042 -3.720 0.4020
H 2.033 -0.234 -2.398 0.3061
H 1.315 -1.712 -3.174 0.2880
H -0.895 0.995 -0.186 0.4381
H -1.934 -0.283 0.338 0.3251
H -0.360 0.073 0.975 0.2895
H 1.446 -0.577 2.050 0.3144
H 0.830 0.814 2.589 0.3116
O 0.653 -0.052 2.191 -0.6789
H -3.949 -0.986 1.275 0.3215
H -3.551 -2.429 1.201 0.3213
O -3.435 -1.594 0.732 -0.6724
H -0.595 3.055 1.677 0.2886
H -0.940 3.354 0.163 0.3045
O -0.843 2.663 0.836 -0.6322
H 3.932 0.609 1.802 0.3188
H 3.897 1.133 3.366 0.3096
O 3.534 0.589 2.672 -0.6191
```

Its gap between HOMO and LUMO is 11.51 eV. As for the charge: +1.

---

Entry 2:
# C17H18BHgN7O2S2

A structure of composition C17H18BHgN7O2S2 in a non-equilibrium geometry (ωB97M-V/def2-TZVPD, OMol25).

```
48
Properties=species:S:1:pos:R:3:mulliken_charge:R:1
H 0.343 1.985 0.617 -0.0366
N 0.349 1.152 -1.322 0.0262
B 0.835 0.564 -3.709 0.1783
N 0.707 1.624 -2.565 -0.0188
C 1.100 2.920 -2.451 -0.0937
Hg -0.973 -0.760 -0.666 1.1443
H 1.462 3.446 -3.331 0.4559
C 0.978 3.288 -1.114 -1.1168
H 1.198 4.238 -0.664 0.4172
C 0.520 2.138 -0.440 0.3697
H 1.275 1.022 -4.721 -0.1124
C -1.366 -2.631 0.225 -1.0522
H -1.368 -2.236 1.271 0.3915
H -0.795 -3.532 -0.013 0.2729
H -2.409 -2.536 -0.104 0.2964
N -0.605 -0.048 -3.915 -0.0521
N 1.695 -0.603 -3.119 -0.1384
N -1.332 -0.608 -2.836 -0.2219
N 1.276 -1.238 -1.970 0.2602
C -1.343 -0.134 -5.046 -0.0621
C 2.930 -1.034 -3.466 -0.1564
H -0.985 0.225 -6.013 0.4276
H 3.418 -0.601 -4.330 0.4372
C -2.544 -0.745 -4.736 -1.0404
C 3.331 -1.973 -2.519 -1.1104
C -2.517 -1.036 -3.361 -0.0746
C 2.265 -2.059 -1.593 -0.1965
H -3.346 -0.956 -5.413 0.3820
H 4.261 -2.501 -2.490 0.3899
H -3.290 -1.504 -2.734 0.3611
H 2.190 -2.641 -0.680 0.3562
H -1.261 0.442 0.485 0.0005
O -0.398 3.156 2.908 -0.6217
S 0.559 2.227 3.437 1.1666
O 1.770 2.748 4.051 -0.6520
N 0.899 1.023 2.335 -0.4685
C 0.570 -0.215 2.731 0.4145
S 1.063 -1.573 1.910 -0.3329
C -0.157 -0.229 4.004 0.3574
C -0.775 -1.280 4.685 -0.5875
C -1.451 -1.009 5.880 -0.6021
C -1.482 0.295 6.409 -0.4365
C -0.864 1.354 5.726 -0.6142
C -0.228 1.065 4.531 0.1055
H -0.683 -2.287 4.273 0.4333
H -1.949 -1.820 6.412 0.3687
H -2.012 0.496 7.340 0.3716
H -0.863 2.380 6.092 0.4138
```

Its gap between HOMO and LUMO (spin up / spin down) is 4.61 / 4.59 eV.